Density functional theory data (ωB97M-V with the def2-TZVPD basis set) for a molecular structure, C49H52BrClN2O6SeTa.

Each line ends with the Löwdin charge.
Positions of all 113 atoms, in Å:
Ta1 0.05580 0.57930 0.44900  1.69
Br1 -0.55750 3.40560 0.65740  0.94
Se1 -2.53530 -0.47890 0.19550  1.24
Cl1 6.38440 -0.28720 -1.09580  0.88
O1 5.84260 -3.07140 -0.30750  0.10
O2 3.87890 -4.07540 -0.49820  0.15
O3 -0.47260 1.02210 -1.22640  -0.37
O4 1.31140 -3.19550 -0.50740  0.15
O5 -0.66610 0.67100 2.10230  -0.36
O6 0.53490 -1.25620 0.25620  -0.17
N1 3.82780 0.52500 -0.95710  -0.04
N2 2.58000 0.06230 -0.82680  0.10
C1 -6.29650 0.56420 -3.78070  -0.04
C2 3.35030 4.11100 -1.58450  -0.06
C3 -1.69930 1.70260 -3.21680  -0.08
C4 -2.80090 0.76530 -1.28280  -0.36
C5 2.66390 -1.25630 -0.66890  -0.14
C6 5.07340 2.45420 -0.16350  -0.05
C7 2.07260 2.86320 1.75640  -0.25
C8 -0.94570 0.23200 6.12120  -0.03
C9 -4.04260 0.96800 -1.85330  -0.04
C10 -3.38590 0.98770 4.51490  0.04
C11 4.72180 -0.49170 -0.90070  -0.56
C12 -5.51510 1.88290 -3.67430  -0.55
C13 0.54020 0.84560 -3.93160  -0.03
C14 4.65770 -3.01130 -0.49200  -0.50
C15 1.16760 3.90040 1.43850  -0.50
C16 -0.96140 1.33390 5.05180  -0.52
C17 -4.48770 0.66190 3.73040  -0.15
C18 4.14260 2.28970 2.91800  -0.03
C19 3.87880 0.96520 2.71790  -0.05
C20 4.36820 4.65530 -0.81820  -0.07
C21 4.01020 -1.67880 -0.71490  -0.03
C22 -5.86980 -0.49500 5.42560  -0.03
C23 -2.96410 0.34470 1.90550  -0.37
C24 2.59590 5.59670 2.32790  -0.06
C25 3.50180 4.64270 2.69080  -0.02
C26 -4.14350 1.60440 -3.08660  -0.15
C27 1.42680 -2.00410 -0.31400  -0.48
C28 -1.85600 0.68840 2.70800  -0.31
C29 -6.20660 1.96310 4.99450  -0.04
C30 -0.43590 2.03160 -3.99790  -0.52
C31 1.39290 5.22070 1.71300  -0.11
C32 -6.96090 0.29110 3.32640  -0.06
C33 1.83920 1.49050 1.48070  -0.24
C34 5.23150 3.82740 -0.12150  -0.06
C35 -2.07290 1.01410 4.05530  -0.07
C36 -6.24620 2.85330 -2.73500  -0.03
C37 -0.71020 2.28250 -5.48350  -0.05
C38 4.05660 1.91700 -0.94000  -0.20
C39 0.43960 1.38880 4.43720  -0.04
C40 -5.44270 2.51120 -5.06820  -0.05
C41 0.15700 3.30930 -3.38740  -0.04
C42 -1.23840 2.70120 5.69050  -0.03
C43 -1.61410 1.17550 -1.92040  -0.33
C44 2.73950 0.58120 1.99570  -0.13
C45 3.25280 3.27570 2.44970  -0.17
C46 -4.25370 0.32360 2.40300  -0.04
C47 3.19330 2.73940 -1.65210  -0.01
C48 -2.96370 1.92060 -3.74910  0.06
C49 -5.87190 0.60780 4.35470  -0.55
H1 -5.05080 0.02520 1.74040  0.10
H2 0.50640 2.17420 3.68710  0.07
H3 -3.56210 1.22000 5.55180  0.11
H4 -5.69490 3.78740 -2.65420  0.09
H5 -1.24700 1.44790 -5.92790  0.10
H6 -2.16690 2.70890 6.25300  0.08
H7 0.65120 5.96730 1.47530  0.11
H8 -1.29830 3.46660 4.92040  0.09
H9 -0.43220 2.96120 6.37240  0.09
H10 -4.92630 3.46740 -5.04790  0.09
H11 -5.62730 -1.45630 4.97770  0.09
H12 -6.50610 0.14230 -2.80240  0.08
H13 -6.85120 -0.71650 2.93170  0.09
H14 -1.88090 0.18960 6.66890  0.08
H15 2.77990 6.63830 2.53440  0.11
H16 1.16790 1.60740 5.21600  0.10
H17 -0.78100 -0.73820 5.65820  0.09
H18 -6.44950 2.68830 -5.43710  0.09
H19 -7.19760 1.92620 5.44010  0.09
H20 5.73560 1.81650 0.39500  0.09
H21 -5.14550 -0.28720 6.20840  0.08
H22 -1.27060 3.19870 -5.64100  0.09
H23 5.01890 2.60730 3.46010  0.12
H24 -0.14140 0.41620 6.82880  0.09
H25 -7.23810 3.06880 -3.12250  0.09
H26 -6.35100 2.43230 -1.73930  0.08
H27 -6.85250 -0.57020 5.88340  0.09
H28 2.58170 -0.48300 1.84990  0.10
H29 2.43040 2.29310 -2.26590  0.08
H30 0.24020 2.38370 -6.00160  0.09
H31 0.86860 0.61900 -2.91900  0.05
H32 -5.49980 2.23040 5.77450  0.08
H33 -5.73080 -0.16470 -4.35640  0.09
H34 -6.20000 2.74480 4.23850  0.09
H35 2.68530 4.75630 -2.13680  0.11
H36 -4.94520 1.84820 -5.77070  0.09
H37 0.71170 0.43400 3.98920  0.09
H38 1.05540 3.60770 -3.92140  0.09
H39 6.02740 4.25100 0.47100  0.12
H40 -0.57170 4.11380 -3.45940  0.10
H41 4.42670 4.91820 3.17570  0.12
H42 -3.01960 2.35370 -4.72960  0.10
H43 2.91660 -3.90640 -0.63020  0.08
H44 0.05330 -0.04220 -4.33270  0.10
H45 -4.92360 0.62370 -1.33250  0.11
H46 -7.93670 0.35630 3.80140  0.09
H47 1.42030 1.05410 -4.53650  0.09
H48 -7.24510 0.73610 -4.28210  0.09
H49 4.48900 5.72720 -0.76910  0.11
H50 -6.94110 1.00880 2.50880  0.09
H51 0.39310 3.16970 -2.33510  0.04
H52 4.54690 0.20290 3.08880  0.12

Summary:
* total charge: +1
* frontier orbital gap: 7.21 eV
* energy relative to the best compared isomer or geometry (same formula, charge and spin): 22.5 kcal per mole